Below is C8H25N2O5Sr as an isolated structure at a distorted geometry, with properties calculated with wB97M-V/def2-TZVPD.

Its spin multiplicity is 1. As for the HOMO-LUMO gap: 4.9619 eV. The energy above the lowest of the compared OMol25 structures with the same formula, charge and spin comes out at 45.8 kcal/mol. Its total charge is -1.

Last column: Mulliken charge in e.
Element x y z (Å)
Sr: -1.2962 4.1700 12.7406  1.327
O: -3.0314 4.0758 14.5323  -0.935
H: -3.9160 3.7678 14.2543  0.088
O: -2.8244 5.9701 12.0267  -0.887
H: -3.3178 6.1508 11.2030  0.007
O: -0.7646 6.0985 14.1420  -0.963
H: -0.3497 6.9450 13.8854  0.058
C: 0.8006 1.0182 12.0539  -1.541
C: 0.1430 1.3302 13.3824  0.658
C: 0.9007 2.2848 14.2421  -1.138
O: 1.1710 3.4448 13.5536  0.076
C: 2.2395 4.2076 14.0979  -0.958
N: -1.2326 1.6910 13.1009  -0.565
H: 0.3624 0.1211 11.6165  0.472
H: 1.8280 0.6988 12.2285  0.465
H: 1.0141 1.8706 11.4090  0.156
H: 0.0408 0.3832 13.9123  0.317
H: 1.7586 1.7706 14.6754  0.530
H: 0.3269 2.6540 15.0921  0.445
H: 2.1889 4.4868 15.1503  0.319
H: 2.3326 5.0967 13.4742  0.169
H: 3.1795 3.6619 14.0159  0.392
H: -1.7065 1.6316 13.9908  0.222
H: -1.6633 1.0323 12.4679  0.146
C: -2.4449 3.7260 8.0103  -1.507
C: -1.7709 3.7028 9.4062  0.559
C: -0.7731 4.8513 9.6186  -0.681
O: 0.1532 4.6626 10.7327  0.103
C: 1.4228 5.1977 10.4101  -1.026
N: -2.7157 3.6499 10.4803  -0.256
H: -3.4054 4.2090 7.8309  0.366
H: -2.8076 2.7182 7.8081  0.373
H: -1.7056 4.0460 7.2759  0.369
H: -1.2514 2.7986 9.7234  0.106
H: -1.3802 5.7505 9.7234  0.235
H: -0.3182 4.8240 8.6284  0.419
H: 1.6591 4.8299 9.4116  0.444
H: 2.2796 4.7428 10.9072  0.276
H: 1.5244 6.2772 10.5220  0.243
H: -3.5512 3.1115 10.3009  0.213
H: -3.0322 4.5621 10.7766  -0.098